Molecular formula: C32H69BBrN12O25
Method: DFT, ωB97M-V/def2-TZVPD

Positions of all 140 atoms, in Å:
C1 -5.51157 -3.62132 1.72137
C2 -4.38155 -3.42047 1.42188
C3 -3.02157 -3.09090 0.99676
C4 -2.92341 -3.00437 -0.53666
C5 -2.00914 -1.94177 -1.21786
C6 -1.13560 -0.95341 -0.43785
C7 -0.15689 -1.60018 0.59262
C8 0.59346 -2.86990 0.15374
C9 2.10831 -2.73069 0.38052
C10 2.49961 -2.77970 1.87328
N1 3.60141 -1.85048 2.21676
C11 -1.71552 0.28417 0.32167
C12 -3.13264 0.47975 0.90612
Br1 -4.57195 -0.22416 -0.18387
C13 -3.29941 0.16997 2.40311
C14 -3.35059 1.43105 3.27010
N2 -1.54475 1.45491 -0.60742
C15 -0.29186 1.29940 -1.44805
C16 -0.73753 1.91068 -2.79764
B1 -1.14609 3.44838 -2.66881
O1 -0.24807 4.48908 -2.86462
O2 -2.46053 3.72313 -2.38346
C17 0.93056 2.08832 -0.99046
C18 1.77348 1.57841 0.15489
O3 2.48154 0.63864 0.14472
O4 1.76196 2.42678 1.28509
C19 0.62228 2.37267 2.04785
C20 0.80882 1.61670 3.30505
O5 -0.39035 2.93227 1.68816
C21 -0.13185 -0.25499 -1.49152
C22 -0.10825 -0.80990 -2.91143
H1 -6.50566 -3.93479 1.95664
H2 -2.39706 -3.90672 1.35001
H3 -2.76345 -2.17968 1.51708
H4 -3.93444 -2.87073 -0.90597
H5 -2.62817 -3.98797 -0.89590
H6 -1.35985 -2.49939 -1.87869
H7 -2.64014 -1.36453 -1.89323
H8 0.56116 -0.84859 0.92079
H9 -0.71046 -1.86815 1.48831
H10 0.43983 -3.09798 -0.89850
H11 0.23353 -3.72485 0.72555
H12 2.57552 -3.56251 -0.14636
H13 2.46063 -1.81682 -0.09591
H14 2.88574 -3.77682 2.06684
H15 1.63745 -2.55794 2.49595
H16 3.20640 -0.96267 2.50309
H17 4.13177 -1.64795 1.37800
H18 -1.06094 0.48824 1.16431
H19 -3.31545 1.55040 0.85036
H20 -2.55377 -0.54192 2.74986
H21 -4.25645 -0.33678 2.49798
H22 -2.94457 2.30681 2.76622
H23 -4.38039 1.67185 3.52399
H24 -2.83234 1.26922 4.20795
H25 -2.37448 1.43040 -1.20311
H26 -1.49816 2.30860 -0.04365
H27 0.05508 1.87946 -3.52996
H28 -1.63312 1.40547 -3.15692
H29 0.24253 4.75785 -2.08147
H30 -2.57675 4.50525 -1.82944
H31 0.67935 3.11754 -0.75138
H32 1.59317 2.12368 -1.85625
H33 1.05830 0.57710 3.10444
H34 -0.06323 1.73090 3.93958
H35 1.66325 2.06812 3.80502
H36 0.88085 -0.47599 -1.16666
H37 -1.07052 -0.80245 -3.41854
H38 0.66423 -0.33425 -3.50939
H39 0.16995 -1.85798 -2.84881
C23 -1.50230 -6.65775 3.68236
N3 -0.89676 -6.24402 2.38617
O6 0.30942 -6.14767 2.31418
O7 -1.65574 -6.02195 1.46832
H40 -0.70538 -6.81395 4.39775
H41 -2.16705 -5.85892 3.99622
H42 -2.06165 -7.56981 3.49883
C24 -0.45875 -2.97223 -6.55287
N4 -0.26143 -3.28083 -5.11382
O8 0.86863 -3.23753 -4.67383
O9 -1.24876 -3.52503 -4.44536
H43 0.51262 -2.76505 -6.98362
H44 -0.92549 -3.83740 -7.01485
H45 -1.10489 -2.09675 -6.62421
C25 6.92149 -2.26949 2.30220
N5 8.32738 -2.74347 2.43484
O10 8.60222 -3.83355 1.97928
O11 9.10291 -2.00002 2.99543
H46 6.35252 -3.03193 1.78557
H47 6.53211 -2.10030 3.30049
H48 6.94528 -1.34199 1.73856
C26 -0.48667 4.18504 6.78023
N6 -0.15612 2.75972 7.06044
O12 -1.06660 1.99631 7.28823
O13 1.01929 2.45233 7.04290
H49 -1.56227 4.30042 6.83305
H50 0.01574 4.78716 7.53065
H51 -0.10713 4.41652 5.78933
C27 3.41792 3.74231 -4.87213
N7 3.52678 2.30923 -4.47663
O14 2.49500 1.66419 -4.37396
O15 4.63417 1.87353 -4.28710
H52 2.36981 3.98192 -5.00790
H53 3.86503 4.33065 -4.07667
H54 3.97639 3.86486 -5.79463
C28 -5.78564 4.11203 -1.43948
N8 -6.61101 4.46761 -0.25028
O16 -6.39224 3.86453 0.78179
O17 -7.43987 5.33299 -0.40169
H55 -5.09143 3.32913 -1.15798
H56 -6.45706 3.77124 -2.22107
H57 -5.26585 5.01465 -1.74725
C29 -0.76954 1.80876 -8.24450
N9 -0.51401 0.37823 -7.92675
O18 -1.47038 -0.36083 -7.77566
O19 0.64223 0.03451 -7.82658
H58 -1.83973 1.96274 -8.30273
H59 -0.32817 2.39965 -7.45041
H60 -0.28709 2.02132 -9.19308
C30 3.97402 1.32205 6.56054
N10 4.44245 1.15544 5.15638
O20 3.99116 1.88695 4.28851
O21 5.26119 0.29130 4.95391
H61 3.25940 2.13101 6.60459
H62 3.52436 0.38133 6.86303
H63 4.85156 1.53659 7.16245
C31 3.33175 -5.40109 4.68280
N11 2.40429 -4.94290 5.75185
O22 2.47194 -5.47197 6.83817
O23 1.62145 -4.05886 5.45394
H64 3.96214 -6.18715 5.07998
H65 2.71591 -5.76110 3.86728
H66 3.91528 -4.53776 4.37446
C32 -2.14728 5.77827 -5.59105
N12 -1.57511 5.64529 -6.95906
O24 -1.90930 6.44744 -7.79483
O25 -0.79776 4.72410 -7.14400
H67 -2.81185 6.63354 -5.58563
H68 -2.68274 4.85833 -5.37489
H69 -1.31823 5.91016 -4.90227

Multiplicity: 1
LUMO energy, eV: -2.83
Net charge: +1
Calculated total energy, eV: -174057.342
Frontier orbital gap, eV: 8.394

***

Molecular formula: C32H69BrNO2
Method: DFT, ωB97M-V/def2-TZVPD

Positions of all 105 atoms, in Å:
C1 -4.88133 0.69703 -1.32230
C2 -3.89959 0.79997 -0.09630
O1 -2.59468 0.30362 -0.32094
C3 -1.82858 0.97060 -1.30337
C4 -1.78519 0.16112 -2.67676
Br1 -2.29454 -1.74765 -2.41308
C5 -2.55143 0.83232 -3.85372
C6 -1.64979 1.72383 -4.78827
C7 -0.34267 0.88458 -0.76338
C8 -0.20053 1.59247 0.64074
C9 -0.40454 0.50239 1.75685
C10 1.27245 2.10951 0.83064
N1 -1.24332 2.60820 0.87844
O2 -0.89687 3.44186 1.80797
C11 -1.60703 3.39099 -0.31649
C12 -2.83557 4.31679 0.06499
C13 -0.50641 4.35434 -0.84895
C14 -2.11303 2.48741 -1.51437
H1 -5.85953 0.34893 -0.93501
H2 -4.53518 -0.00314 -2.09347
H3 -5.06204 1.70932 -1.72690
H4 -4.33977 0.13320 0.67278
H5 -3.92444 1.80485 0.37221
H6 -0.72582 0.11003 -2.98988
H7 -2.94620 0.01171 -4.48701
H8 -3.42531 1.43220 -3.56156
H9 -1.92406 1.48793 -5.83005
H10 -1.97280 2.77408 -4.63256
H11 -0.57035 1.64232 -4.59051
H12 0.37441 1.29936 -1.49633
H13 -0.14415 -0.18620 -0.56948
H14 -0.11398 0.93035 2.73561
H15 -1.47937 0.25137 1.86025
H16 0.11618 -0.44149 1.52886
H17 1.38145 3.20004 0.75698
H18 1.58685 1.84160 1.85865
H19 1.93766 1.54013 0.15826
H20 -2.40123 5.24455 0.48033
H21 -3.50139 3.85217 0.80499
H22 -3.33869 4.60744 -0.87301
H23 0.39081 3.78321 -1.15609
H24 -0.90631 4.79990 -1.78314
H25 -0.24957 5.15713 -0.13966
H26 -3.14168 2.73193 -1.81755
H27 -1.47514 2.79205 -2.37243
C15 4.27132 2.97571 -9.37271
C16 3.40009 2.33410 -8.29891
C17 1.90699 2.38193 -8.62048
C18 1.31558 3.78923 -8.73572
C19 1.48492 4.66558 -7.49474
C20 0.78663 4.10410 -6.26238
H28 4.05020 4.03799 -9.49017
H29 5.32701 2.88687 -9.10944
H30 4.12294 2.48522 -10.33746
H31 3.59931 2.80846 -7.33329
H32 3.69736 1.28666 -8.18875
H33 1.36311 1.81822 -7.85657
H34 1.73059 1.85528 -9.56407
H35 0.24774 3.69651 -8.96066
H36 1.75806 4.30280 -9.59412
H37 1.07072 5.65438 -7.71191
H38 2.54602 4.82010 -7.27883
H39 -0.28452 3.98708 -6.44199
H40 0.91384 4.78009 -5.41394
H41 1.19540 3.13446 -5.97186
C21 -1.70328 -4.78412 6.61303
C22 -1.63704 -4.07696 5.26428
C23 -0.95414 -2.71183 5.32849
C24 -1.65447 -1.67762 6.21319
C25 -3.10445 -1.37926 5.83315
C26 -3.24523 -0.78953 4.43567
H42 -2.29108 -4.21734 7.33718
H43 -2.17049 -5.76508 6.50598
H44 -0.70145 -4.93171 7.02371
H45 -2.64498 -3.98198 4.84964
H46 -1.08047 -4.71070 4.56575
H47 -0.85781 -2.31778 4.31222
H48 0.06808 -2.84489 5.69675
H49 -1.07938 -0.74636 6.17430
H50 -1.62198 -2.00530 7.25651
H51 -3.51203 -0.66830 6.55779
H52 -3.71563 -2.28285 5.91589
H53 -2.67789 0.14006 4.34860
H54 -4.29257 -0.56667 4.22100
H55 -2.89387 -1.48131 3.66757
C27 5.77331 -5.90696 5.51469
C28 4.70880 -4.89613 5.92561
C29 3.28155 -5.39009 5.69363
C30 2.92608 -5.67618 4.23237
C31 3.09776 -4.49207 3.28091
C32 2.19865 -3.31137 3.62516
H56 5.72963 -6.12714 4.44664
H57 6.77051 -5.51809 5.72968
H58 5.65205 -6.84359 6.06377
H59 4.87740 -3.95173 5.39970
H60 4.83027 -4.67547 6.99062
H61 2.58247 -4.65424 6.10258
H62 3.12510 -6.30637 6.27250
H63 1.88520 -6.01505 4.19157
H64 3.52739 -6.51369 3.86673
H65 2.86275 -4.82795 2.26668
H66 4.14211 -4.16698 3.26012
H67 1.14761 -3.60582 3.60418
H68 2.33720 -2.50546 2.90107
H69 2.42330 -2.90518 4.61309

Multiplicity: 2
LUMO energy (alpha / beta), eV: 0.50 / -0.02
Net charge: 0
Calculated total energy, eV: -109928.460
Frontier orbital gap (alpha / beta), eV: 9.330 / 9.567